[1]
Formula: C26H37BrF2NO5P
Source: the Open Molecules 2025 dataset
Level of theory: wB97M-V/def2-TZVPD

Last column: Löwdin charge in e.
Cartesian coordinates (Å):
C (3.2259, 2.1916, -2.1934)  0.00
C (3.8762, 1.2734, -1.1765)  -0.56
O (4.8668, 1.5960, -0.5611)  0.06
N (3.2737, 0.0525, -1.0018)  0.04
C (3.3365, -0.5865, 0.3153)  -0.18
C (2.1686, -1.5733, 0.4736)  -0.17
C (1.2587, -1.3364, 1.6887)  -0.22
C (-0.0402, -0.5877, 1.3276)  -0.26
P (0.2820, 1.1214, 0.7075)  0.88
C (0.7547, 1.7137, 2.5109)  -0.28
C (-0.1848, 1.6685, 3.6830)  -0.80
O (0.1187, 1.6882, 4.8214)  0.03
Br (-2.1194, 1.4986, 3.3085)  0.73
C (-0.8353, 2.5616, 0.4444)  -0.22
C (-0.2841, 3.4572, -0.6587)  -0.39
C (-0.3210, 4.9120, -0.4926)  -0.04
O (-1.2115, 4.1686, -1.4243)  -0.05
O (0.1727, 0.6297, -0.9693)  -0.38
C (-1.0076, 0.6418, -1.7470)  -0.21
C (-2.2367, -0.0745, -1.1527)  -0.42
C (-2.2782, -1.5381, -1.5718)  -0.04
O (-3.4262, 0.5938, -1.5715)  -0.03
H (2.2198, 1.8753, -2.4744)  0.06
H (3.8446, 2.2298, -3.0924)  0.09
H (3.2023, 3.1931, -1.7633)  0.08
H (2.3443, 0.0326, -1.4042)  0.09
H (3.3179, 0.1763, 1.1023)  0.10
H (4.2944, -1.0990, 0.4162)  0.12
H (2.5702, -2.5869, 0.5434)  0.11
H (1.5647, -1.5557, -0.4381)  0.10
H (0.9439, -2.3108, 2.0723)  0.11
H (1.7912, -0.8502, 2.5076)  0.10
H (-0.5061, -1.1773, 0.5404)  0.07
H (-0.7295, -0.5746, 2.1714)  0.04
H (1.6185, 1.3836, 0.3984)  0.07
H (1.6184, 1.1451, 2.8674)  0.08
H (1.1032, 2.7540, 2.4583)  0.10
H (-1.8605, 2.3021, 0.1799)  0.10
H (-0.8825, 3.1593, 1.3511)  0.05
H (0.5665, 3.0641, -1.2030)  0.11
H (0.3338, 5.5438, -1.0779)  0.11
H (-0.9554, 5.3599, 0.2614)  0.11
H (-1.3158, 1.6580, -2.0217)  0.11
H (-0.7776, 0.1339, -2.6926)  0.11
H (-2.2523, 0.0031, -0.0633)  0.12
H (-1.3219, -2.0333, -1.3834)  0.08
H (-3.0788, -2.0772, -1.0636)  0.09
H (-2.4581, -1.5904, -2.6515)  0.08
H (-3.4237, 0.6406, -2.5344)  0.09
F (-0.3479, -0.6996, -4.8889)  0.04
C (-1.0899, -1.0431, -5.9661)  -0.29
C (-1.9654, -0.1124, -6.4873)  -0.02
C (-2.7277, -0.4722, -7.5898)  -0.08
C (-2.6068, -1.7388, -8.1443)  -0.09
C (-1.7173, -2.6524, -7.5957)  -0.08
C (-0.9450, -2.3089, -6.4951)  -0.02
H (-2.0405, 0.8684, -6.0374)  0.12
H (-3.4175, 0.2436, -8.0167)  0.11
H (-3.2044, -2.0131, -9.0029)  0.10
H (-1.6221, -3.6412, -8.0244)  0.11
H (-0.2428, -3.0011, -6.0514)  0.12
F (-0.4885, -2.4714, 4.5638)  0.04
C (-0.2208, -2.3418, 5.8861)  -0.28
C (0.2200, -3.4472, 6.5842)  -0.02
C (0.4993, -3.3002, 7.9359)  -0.09
C (0.3359, -2.0702, 8.5585)  -0.10
C (-0.1095, -0.9776, 7.8266)  -0.07
C (-0.3945, -1.1070, 6.4751)  -0.01
H (0.3385, -4.3947, 6.0766)  0.12
H (0.8490, -4.1529, 8.5028)  0.10
H (0.5571, -1.9636, 9.6119)  0.10
H (-0.2372, -0.0160, 8.3055)  0.11
H (-0.7360, -0.2699, 5.8837)  0.09

Computed properties:
Largest force on an atom ... 2.0 eV/A
Lowest unoccupied orbital energy ... 0.5 eV
Calculated total energy ... -4558.90234 a.u.

[2]
Formula: C4H10N4
Source: the Open Molecules 2025 dataset
Level of theory: wB97M-V/def2-TZVPD

Last column: natural (NBO) charge in e.
Cartesian coordinates (Å):
C (0.3598, -0.8725, -2.1075)  0.39
C (0.0891, -0.8265, 0.6611)  0.78
C (0.5520, 1.1065, -0.7334)  -0.07
C (-0.9034, 1.2580, 1.4739)  -0.41
N (0.2522, 0.4712, -1.9880)  -0.50
N (-0.1293, 0.4668, 0.4957)  -0.35
N (0.5690, -1.6000, -1.0360)  -0.53
N (-0.1229, -1.4498, 1.8314)  -0.75
H (0.3086, -1.2745, -3.1532)  0.30
H (1.6120, 1.0192, -0.4465)  0.24
H (0.3803, 2.1890, -0.7913)  0.28
H (-1.2062, 2.1560, 0.9786)  0.26
H (-1.6651, 0.6396, 1.7973)  0.24
H (-0.3998, 1.5904, 2.3399)  0.25
H (0.1874, 1.0109, -2.7782)  0.46
H (0.2760, -2.5488, -1.0982)  0.44
H (0.1846, -0.8767, 2.6772)  0.48
H (-0.3443, -2.4587, 1.8771)  0.48

Computed properties:
Total charge ... +2
Largest force on an atom ... 4.6 eV/A
Lowest unoccupied orbital energy ... -9.7 eV
Calculated total energy ... -376.71538 a.u.
ΔE to the lowest compared entry with this formula, charge and spin ... 2.3929 eV

[3]
Formula: C36H32N4O3PSSr
Source: the Open Molecules 2025 dataset
Level of theory: wB97M-V/def2-TZVPD

Last column: Löwdin charge in e.
Cartesian coordinates (Å):
Sr (0.9603, -0.5619, -1.2274)  1.38
C (1.5885, -1.1492, 2.1650)  -0.13
N (1.0926, -2.0344, 1.1008)  -0.22
C (2.0589, -3.1163, 0.8554)  -0.12
C (1.7974, -3.8919, -0.4167)  -0.27
C (1.7559, -5.2763, -0.4091)  -0.01
C (1.5731, -5.9539, -1.6047)  -0.03
C (1.4344, -5.2235, -2.7723)  -0.04
C (1.4840, -3.8438, -2.6918)  -0.11
N (1.6648, -3.1833, -1.5457)  0.03
C (-0.2236, -2.5676, 1.4866)  -0.12
C (-1.0917, -2.9825, 0.3205)  -0.28
C (-1.8122, -4.1644, 0.3403)  -0.01
C (-2.6843, -4.4356, -0.7041)  -0.04
C (-2.8094, -3.5150, -1.7301)  -0.04
C (-2.0418, -2.3641, -1.6790)  -0.11
N (-1.1955, -2.1012, -0.6792)  0.04
C (2.8167, -0.3519, 1.7849)  -0.28
C (3.7020, 0.0741, 2.7637)  -0.01
C (4.7521, 0.9019, 2.4042)  -0.04
C (4.8930, 1.2740, 1.0762)  -0.04
C (3.9792, 0.7895, 0.1601)  -0.12
N (2.9620, -0.0107, 0.5022)  0.03
H (1.7881, -1.7061, 3.0905)  0.14
H (0.7956, -0.4292, 2.3901)  0.13
H (2.0857, -3.8084, 1.7072)  0.13
H (3.0500, -2.6662, 0.7703)  0.13
H (1.8645, -5.8176, 0.5216)  0.12
H (1.5385, -7.0352, -1.6212)  0.12
H (1.2910, -5.7092, -3.7270)  0.11
H (1.3739, -3.2382, -3.5849)  0.12
H (-0.7648, -1.7703, 2.0018)  0.12
H (-0.1222, -3.3987, 2.1963)  0.13
H (-1.6952, -4.8594, 1.1616)  0.12
H (-3.2594, -5.3524, -0.7091)  0.12
H (-3.4864, -3.6844, -2.5556)  0.11
H (-2.0993, -1.6135, -2.4609)  0.11
H (3.5625, -0.2331, 3.7920)  0.12
H (5.4518, 1.2508, 3.1525)  0.12
H (5.6963, 1.9215, 0.7547)  0.12
H (4.0467, 1.0554, -0.8891)  0.12
O (1.7175, 1.3756, -2.5106)  -0.50
S (0.4802, 1.5560, -3.3070)  0.44
O (0.6958, 1.7593, -4.7064)  -0.28
O (-0.4235, 0.4241, -2.9807)  -0.50
C (-0.3191, 3.0430, -2.7128)  -0.26
C (-0.4791, 4.0529, -3.6578)  -0.04
C (-1.0912, 5.2422, -3.3064)  -0.05
C (-1.5493, 5.4258, -2.0084)  -0.05
C (-1.3899, 4.4218, -1.0715)  -0.07
C (-0.7741, 3.2125, -1.4030)  -0.33
P (-0.6214, 1.9260, -0.1050)  1.07
C (-2.3373, 1.3499, 0.1212)  -0.37
C (-3.2642, 1.4319, -0.9156)  -0.07
C (-4.5032, 0.8146, -0.7974)  -0.07
C (-4.8281, 0.1139, 0.3549)  -0.08
C (-3.9103, 0.0300, 1.3946)  -0.08
C (-2.6706, 0.6366, 1.2741)  -0.12
C (-0.2290, 2.8738, 1.4033)  -0.38
C (1.1298, 3.0207, 1.6896)  -0.10
C (1.5402, 3.7292, 2.8083)  -0.07
C (0.5939, 4.2766, 3.6648)  -0.07
C (-0.7586, 4.1206, 3.3955)  -0.07
C (-1.1719, 3.4248, 2.2673)  -0.10
H (-0.1189, 3.8864, -4.6620)  0.11
H (-1.2087, 6.0231, -4.0455)  0.11
H (-2.0316, 6.3521, -1.7243)  0.11
H (-1.7480, 4.5771, -0.0619)  0.10
H (-3.0133, 1.9711, -1.8204)  0.11
H (-5.2172, 0.8875, -1.6075)  0.11
H (-5.7974, -0.3581, 0.4498)  0.11
H (-4.1663, -0.5056, 2.3001)  0.11
H (-1.9557, 0.5707, 2.0887)  0.10
H (1.8634, 2.5859, 1.0185)  0.09
H (2.5959, 3.8520, 3.0144)  0.10
H (0.9118, 4.8240, 4.5425)  0.11
H (-1.4952, 4.5468, 4.0645)  0.11
H (-2.2289, 3.3074, 2.0616)  0.11

Computed properties:
Total charge ... +1
Largest force on an atom ... 0.7 eV/A
Lowest unoccupied orbital energy ... -2.4 eV
Calculated total energy ... -2606.05046 a.u.

[4]
Formula: C5H12OSSi
Source: the Open Molecules 2025 dataset
Level of theory: wB97M-V/def2-TZVPD

Last column: natural (NBO) charge in e.
Cartesian coordinates (Å):
C (-2.4156, 0.1740, -0.2025)  0.38
C (-3.7882, -0.1550, -0.6093)  -0.72
C (1.5396, -1.2036, -1.0152)  -1.10
C (2.9376, 0.8778, 0.6671)  -1.08
C (0.1521, 0.1344, 1.4081)  -0.79
O (-1.8922, 1.2076, -0.5124)  -0.57
Si (1.2692, 0.3896, -0.1139)  1.36
S (-1.6692, -0.9416, 0.9027)  0.08
H (-4.1245, -0.9065, 0.1503)  0.23
H (-4.4673, 0.6937, -0.9405)  0.25
H (-3.6408, -0.6664, -1.4881)  0.24
H (0.8660, -1.5137, -1.8789)  0.25
H (2.4896, -1.1140, -1.3542)  0.23
H (1.6093, -2.0381, -0.3098)  0.24
H (3.2601, 1.8604, 0.3662)  0.24
H (2.9719, 0.8776, 1.7228)  0.23
H (3.6514, 0.3242, 0.1993)  0.23
H (0.6853, -0.5612, 2.0145)  0.22
H (-0.3189, 0.9706, 1.9070)  0.24
H (0.8846, 1.5902, -0.9133)  -0.16

Computed properties:
Largest force on an atom ... 3.6 eV/A
Lowest unoccupied orbital energy ... 0.6 eV
Calculated total energy ... -960.58635 a.u.
ΔE to the lowest compared entry with this formula, charge and spin ... 1.0875 eV

What are the frontier orbital gap values for these records? In order: 9.83, 9.91, 8.36, 9.96 eV.
What are the highest occupied orbital energy values for these records? In order: -9.29, -19.57, -10.77, -9.40 eV.
What are the M values for these records? In order: 592.46, 114.15, 719.34, 148.30 g mol⁻¹.